Record 1
ORCA calculation (wB97M-V/def2-TZVPD) on one molecule with the formula C5H11NO.

Last column: Mulliken charge in e.
CARTESIAN COORDINATES (ANGSTROEM)
1 H -2.7598 -0.3852 0.8443  0.316
2 H 0.6946 0.4229 1.8743  0.327
3 C -2.1464 0.1062 0.0592  -0.020
4 H 3.2328 -0.3089 0.2729  0.321
5 H 0.0890 -1.6660 -0.2695  0.357
6 C 2.7606 0.3554 -0.4529  -0.839
7 H 2.7550 1.3656 -0.0361  0.261
8 C -0.0275 -0.0863 1.2472  -0.630
9 O -2.3551 -0.1189 -1.1033  -0.465
10 H -1.4160 1.5167 1.4417  0.291
11 H -0.6117 -0.7782 1.8684  0.387
12 H 3.3921 0.3476 -1.3441  0.302
13 N 1.4651 -0.1882 -0.7753  -0.278
14 C -1.0188 0.9172 0.6187  -0.504
15 H -0.4896 1.5994 -0.0449  0.365
16 H 1.4648 -1.5144 0.8038  0.333
17 H 0.8626 0.4702 -1.2499  0.251
18 C 0.7408 -0.9465 0.2163  -0.775

Values from the calculation:
LUMO level = 0.96 eV
energy above the lowest of the compared OMol25 structures with the same formula, charge and spin = 1.574 eV
F_max = 0.99 eV/A
electronic energy = -8900.1235 eV
total charge = 0
highest occupied orbital energy = -8.50 eV
orbital gap = 9.464 eV

=====

Record 2
ORCA calculation (wB97M-V/def2-TZVPD) on a 2-piece molecular cluster, C5H11NO overall at a distorted geometry.

Last column: Mulliken spin population.
CARTESIAN COORDINATES (ANGSTROEM)
1 H -1.3532 2.5290 0.1735  -0.197
2 H 0.6537 -0.0602 -1.5999  0.170
3 C 2.8189 0.1992 -0.1031  -0.140
4 C 0.4639 0.6544 -0.7458  1.010
5 H 1.6124 1.6071 0.9285  0.305
6 H 1.1135 -0.1311 0.9803  -0.175
7 H 2.8972 -0.6069 -0.8492  0.125
8 C 1.5022 0.7083 0.3591  0.344
9 H -4.7286 -4.0173 -0.7024  -0.099
10 N -1.3672 1.5835 0.5642  0.266
11 H -5.7092 -4.0911 0.3178  -0.048
12 H -1.5801 0.0709 -1.0059  -0.388
13 H 4.3243 1.5954 0.7131  -0.119
14 H -0.9676 1.3741 1.4579  -0.141
15 O -4.8793 -3.5999 0.1634  0.258
16 C 4.0060 0.7925 0.0696  -0.063
17 H 4.7710 0.4666 -0.6243  -0.047
18 C -0.8717 0.7588 -0.5167  -0.062

Values from the calculation:
LUMO level (alpha / beta) = 3.18 / 3.10 eV
energy above the lowest of the compared OMol25 structures with the same formula, charge and spin = 3.238 eV
F_max = 2.18 eV/A
electronic energy = -8896.9238 eV
total charge = -1
highest occupied orbital energy (alpha / beta) = 1.16 / -4.37 eV
orbital gap (alpha / beta) = 2.022 / 7.474 eV
⟨S²⟩ = 0.75
multiplicity = 2

=====

Record 3
ORCA calculation (wB97M-V/def2-TZVPD) on one molecule with the formula C20H20N2O4.

Last column: Mulliken charge in e.
CARTESIAN COORDINATES (ANGSTROEM)
1 H -2.1888 1.7118 1.4407  0.284
2 C 4.2060 -1.9087 0.4113  -0.858
3 O -2.4766 1.3790 -1.6770  -0.628
4 H -0.8898 -1.4142 -2.1649  0.351
5 C 1.1160 -1.6455 -1.4835  -0.705
6 H 4.1524 0.6005 -1.3684  0.307
7 H 4.3150 2.3819 -1.3700  0.364
8 C 0.2861 1.7164 1.5890  -0.448
9 H -0.3129 1.8343 -1.7316  0.481
10 C 1.6197 1.7191 -0.8362  -0.143
11 O -2.4524 -1.0009 2.3484  -0.664
12 H -2.6466 -1.1706 -0.7903  0.213
13 H -0.2329 1.7002 2.5364  0.320
14 C -0.7879 -1.5027 -0.0240  0.154
15 C 1.6604 1.6556 1.5617  -0.744
16 H -0.3581 -1.6319 2.0657  0.491
17 C 2.3452 1.6403 0.3455  0.606
18 C -4.7321 -0.1595 -0.4494  -0.062
19 O 3.3007 -1.8274 -0.6650  -0.488
20 C 1.4209 -1.7543 0.8934  -0.164
21 H -5.5336 -0.2674 -2.3669  0.275
22 C 0.2380 1.7877 -0.8079  -0.739
23 C -5.3193 -0.7767 -1.4422  -0.822
24 C 4.4386 1.4729 -0.7732  -0.847
25 H -4.8377 -0.2354 1.7608  0.529
26 C -0.2429 -1.5222 -1.3066  -0.402
27 N -2.1688 -1.2837 0.0962  -0.036
28 H -5.6168 -1.8102 -1.3682  0.280
29 C 0.0535 -1.6378 1.0707  -0.727
30 C -0.4409 1.7686 0.4014  0.291
31 O 3.7023 1.5391 0.4264  -0.480
32 C -4.1698 -0.2367 0.9068  -0.228
33 C -2.7244 1.4172 -0.4916  0.431
34 C -2.8532 -0.9007 1.2060  0.319
35 H 2.1143 1.7178 -1.7937  0.403
36 H 4.1473 -1.0221 1.0501  0.305
37 H 5.1954 -1.9644 -0.0406  0.230
38 H 2.0466 -1.8392 1.7669  0.409
39 C 1.9679 -1.7481 -0.3829  0.629
40 H 2.2300 1.6047 2.4759  0.440
41 H 1.5466 -1.6509 -2.4722  0.439
42 H 5.4814 1.3807 -0.4727  0.229
43 N -1.8436 1.7434 0.4896  -0.061
44 C -4.0911 1.0494 0.0635  -0.419
45 H -4.6980 1.8972 0.3594  0.512
46 H 4.0340 -2.8068 1.0128  0.375

Values from the calculation:
LUMO level = 0.68 eV
energy above the lowest of the compared OMol25 structures with the same formula, charge and spin = 2.870 eV
F_max = 0.66 eV/A
electronic energy = -32233.5521 eV
total charge = 0
highest occupied orbital energy = -7.60 eV
orbital gap = 8.283 eV

=====

Record 4
ORCA calculation (wB97M-V/def2-TZVPD) on a 2-piece molecular cluster, C11H17PS overall at a distorted geometry.

Last column: Mulliken charge in e.
CARTESIAN COORDINATES (ANGSTROEM)
1 H 2.0093 -1.7002 -1.1663  0.437
2 H -2.9279 -1.4347 0.7436  0.494
3 C 0.8453 2.3483 -2.8666  -0.652
4 C -0.1252 -1.0496 2.6876  -1.240
5 P -0.3331 -1.0348 -0.7871  0.806
6 H 0.5730 2.9848 -3.7380  0.284
7 H -0.9246 0.8914 -2.6076  0.230
8 C 1.0982 -2.2012 -0.9561  -1.211
9 H -1.8912 -2.8064 1.5176  0.281
10 C 1.9617 2.8210 -2.1816  -0.428
11 C -2.3456 -1.7206 1.5290  -1.426
12 H -0.4910 -1.7291 3.4730  0.442
13 C 2.3020 2.1606 -0.9999  -0.645
14 H -3.1795 -1.6389 2.2525  0.422
15 H 3.0465 2.4043 -0.3338  0.431
16 C 0.0495 1.3221 -2.2826  -0.173
17 C -1.5824 0.7302 1.6846  -1.460
18 H 2.1396 0.6743 0.2473  0.393
19 C 1.6885 1.0000 -0.6236  -0.323
20 H -1.5028 1.1775 2.7428  0.394
21 S -1.8654 -1.2476 -1.9694  -0.504
22 H -1.0397 1.2257 1.0158  0.308
23 H 1.0338 -2.8556 -1.8992  0.316
24 C -1.2843 -0.7896 1.7617  1.153
25 H 2.4598 3.5956 -2.5750  0.527
26 H 1.2257 -2.8589 -0.1587  0.378
27 H 0.2375 -0.1442 3.3381  0.273
28 H 0.7768 -1.5389 2.1206  0.155
29 H -2.5374 0.9021 1.3172  0.436
30 C 0.5828 0.5124 -1.2861  -0.097

Values from the calculation:
LUMO level (alpha / beta) = -0.40 / -0.41 eV
F_max = 5.22 eV/A
electronic energy = -31803.5175 eV
total charge = 0
highest occupied orbital energy (alpha / beta) = -7.41 / -7.41 eV
orbital gap (alpha / beta) = 7.009 / 7.006 eV

=====

Question: Which formula does entry 2 have?
Answer: C5H11NO